1.
43
Properties=species:S:1:pos:R:3:forces:R:3:nbo_charge:R:1 method="wB97M-V/def2-TZVPD" gap_ev=9.7 lumo_energy_ev=0.1 energy_ha=-1438.6151 smiles="O=C(OCC(=O)[C@]12C[C@H]3C[C@H](C[C@H](C3)C1)C2)c1cccnc1Cl" de_lowest_kj_mol=0.00 fmax_ev_per_a=0.8
O 0.64265 0.07029 3.20698 0.05 0.04 -0.21 -0.5556
C 0.44987 0.60264 2.14858 0.08 -0.10 0.41 0.7864
O 0.50532 -0.03041 0.96378 -0.16 0.11 -0.40 -0.5143
C 0.75825 -1.43158 0.98054 0.08 -0.57 0.53 -0.1865
H 0.61056 -1.81264 1.99736 0.05 0.01 -0.31 0.2404
C -0.21506 -2.14365 0.03063 0.30 0.52 0.02 0.6096
O -1.06304 -2.86846 0.48133 -0.08 -0.10 0.11 -0.5117
C -0.00746 -1.95732 -1.46101 -0.31 -0.24 0.08 -0.1559
C 0.51095 -0.57309 -1.85622 -0.02 0.01 -0.14 -0.3982
H -0.21267 0.18704 -1.55540 0.02 0.07 0.05 0.2151
C 0.72307 -0.52039 -3.37052 0.10 0.21 -0.08 -0.2076
C 1.75287 -1.57276 -3.77875 -0.04 -0.01 0.02 -0.4058
C 1.23823 -2.95835 -3.39290 0.23 -0.19 -0.08 -0.2062
C 1.02549 -3.02341 -1.88075 -0.01 0.01 -0.13 -0.3985
H 0.66268 -4.01319 -1.59580 -0.01 -0.03 0.05 0.2192
H 1.97416 -2.85032 -1.36712 0.08 -0.02 0.05 0.2033
C -0.08105 -3.23342 -4.11152 0.00 0.04 0.05 -0.4055
C -1.10647 -2.17717 -3.70365 -0.21 -0.01 -0.12 -0.2094
C -1.32587 -2.23512 -2.19452 0.06 -0.08 -0.07 -0.3943
H -2.06895 -1.49314 -1.89384 -0.06 0.01 0.05 0.2101
H -1.70158 -3.21685 -1.90246 -0.03 0.03 0.03 0.2273
C -0.59656 -0.79013 -4.09050 0.02 -0.04 0.02 -0.4061
H -0.44775 -0.73471 -5.17106 -0.01 0.04 -0.06 0.2062
H -1.33323 -0.03234 -3.81451 -0.05 0.05 -0.02 0.2051
H -2.05602 -2.37379 -4.21274 0.05 0.01 0.04 0.2128
H -0.44733 -4.22808 -3.84927 -0.02 -0.07 -0.03 0.2075
H 0.07308 -3.20655 -5.19233 0.00 -0.04 -0.06 0.2065
H 1.97643 -3.71623 -3.67796 -0.04 0.04 0.02 0.2130
H 1.92303 -1.52765 -4.85642 0.05 0.01 -0.05 0.2082
H 2.70605 -1.37625 -3.28200 0.07 0.02 -0.01 0.2027
H 1.09158 0.47497 -3.64412 -0.02 -0.06 0.04 0.2091
H 1.45589 -0.35836 -1.35527 0.06 0.06 0.08 0.2055
H 1.79463 -1.60596 0.67135 -0.08 0.05 0.03 0.1946
C 0.14195 2.04371 1.94490 -0.08 0.28 0.05 -0.2225
C 0.48525 2.68272 0.75519 -0.12 0.06 0.19 -0.1192
C 0.21843 4.03163 0.59725 0.03 -0.06 0.08 -0.2709
C -0.38374 4.70338 1.65063 0.14 -0.03 -0.36 0.0696
N -0.72787 4.11102 2.77868 -0.19 -0.11 0.47 -0.4247
C -0.48079 2.82607 2.92998 0.27 0.04 -0.52 0.2138
Cl -0.99790 2.14553 4.40794 -0.22 -0.09 0.44 0.0648
H -0.60572 5.76045 1.59885 0.01 0.09 -0.11 0.2010
H 0.47767 4.54706 -0.31331 0.02 0.06 -0.07 0.2262
H 0.96601 2.11632 -0.02760 0.00 -0.05 -0.06 0.2347



2.
62
Properties=species:S:1:pos:R:3:forces:R:3:nbo_charge:R:1 method="wB97M-V/def2-TZVPD" gap_ev=5.7 lumo_energy_ev=-3.4 energy_ha=-3636.0300 smiles="CCc1c(S(=O)(=O)C(F)(F)C(F)(F)F)c(S(=O)(=O)C(F)(F)C(F)(F)F)c2nsnc2c1O.CN(C)C=O.CN(C)C=O" fmax_ev_per_a=10.3
C 1.82387 4.32614 -4.20177 1.15 -0.30 -0.23 -0.6394
C 0.95181 3.13733 -4.92857 -0.51 -0.35 -0.15 -0.4636
C 0.29892 2.10465 -3.80528 -2.38 -0.37 0.91 0.0032
C 1.16193 0.85149 -3.11132 -5.57 0.01 1.81 -0.2467
S 2.96296 0.51939 -3.48708 6.63 4.04 3.00 1.8588
O 3.82831 0.17279 -2.21302 -4.47 0.13 -4.45 -0.8062
O 3.72056 1.72082 -4.15274 -4.04 -4.20 1.44 -0.8208
C 3.02657 -0.87120 -4.79048 -2.11 -0.48 -3.46 0.4309
F 3.05624 -0.14003 -6.11231 -0.17 -2.33 4.22 -0.3144
F 1.77654 -1.68633 -4.82502 4.45 2.56 0.28 -0.2953
C 4.40966 -1.75079 -4.73778 2.37 -2.91 -1.51 0.9401
F 4.67739 -2.18185 -6.16095 -0.86 1.46 4.90 -0.3204
F 4.23110 -3.04770 -3.98323 0.79 5.17 -2.47 -0.2984
F 5.61498 -0.99951 -4.31293 -4.73 -2.82 -1.28 -0.2881
C 0.32529 -0.09261 -2.06487 -0.98 3.53 -1.43 -0.2535
S 0.97921 -1.61173 -1.16471 -1.58 -8.37 -5.71 1.8353
O -0.20648 -2.65486 -1.21095 3.81 4.84 1.11 -0.8049
O 2.15047 -2.33505 -1.92927 -3.17 4.20 3.26 -0.8003
C 1.33000 -1.34084 0.66147 -0.56 -1.45 4.05 0.4224
F 2.37739 -2.28250 1.20860 -3.50 3.63 -2.27 -0.2840
F 0.06444 -1.73237 1.38855 4.24 1.71 -2.53 -0.3084
C 1.62320 0.21466 1.08681 1.13 2.53 3.05 0.9311
F 0.44985 1.13594 0.85114 4.32 -3.35 0.39 -0.3184
F 1.78885 0.20488 2.58918 -0.55 0.08 -5.00 -0.3296
F 2.88619 0.78410 0.55353 -5.04 -2.12 1.61 -0.2857
C -1.26979 0.28772 -1.73352 -3.65 0.69 1.19 0.1271
N -2.24275 -0.39778 -0.77899 1.18 1.97 -1.97 -0.5487
S -3.85567 0.32070 -0.66339 6.65 1.85 -4.02 0.9543
N -3.56891 1.64179 -1.82161 4.50 -2.06 -0.49 -0.5418
C -2.15045 1.52719 -2.34469 0.97 -1.17 0.50 0.0948
C -1.29846 2.41581 -3.42623 1.04 -1.04 0.71 0.3512
O -2.02364 3.55733 -4.06200 2.79 -1.73 2.98 -0.6928
H 1.38621 5.40142 -4.38366 0.64 -2.29 0.46 0.2236
H 2.91772 4.31476 -4.66498 -2.38 0.03 1.05 0.2470
H 1.95181 4.10152 -3.05391 -0.35 0.58 -2.31 0.2243
H 1.57357 2.48294 -5.69345 -1.05 1.43 1.85 0.2558
H 0.09605 3.64991 -5.58291 1.60 -1.44 1.77 0.2575
H -1.87034 4.31188 -3.40015 -0.41 -1.37 -1.36 0.5008
C -2.58472 -5.03796 4.65210 0.13 0.36 -0.68 0.5271
O -3.48867 -5.42520 3.92308 0.83 0.47 0.41 -0.6153
N -1.58705 -4.15782 4.29026 -0.90 -0.88 0.65 -0.4374
C -0.55019 -3.74766 5.21417 -0.13 -0.03 -0.26 -0.3967
C -1.57426 -3.62545 2.94361 -0.20 -0.14 -0.07 -0.4221
H -2.50017 -5.38088 5.69662 0.10 0.07 0.00 0.1055
H -0.59412 -2.66155 5.33537 0.19 -0.04 0.13 0.1888
H 0.42244 -4.03274 4.80301 0.06 0.12 0.20 0.1966
H -0.68090 -4.22339 6.18989 -0.05 0.04 -0.19 0.2106
H -2.51164 -3.09061 2.76333 0.13 -0.03 -0.18 0.2111
H -1.50014 -4.45480 2.23369 -0.03 0.24 -0.09 0.2199
H -0.72954 -2.94527 2.80491 -0.30 -0.36 0.28 0.2109
C -2.63331 1.55644 2.69883 -0.03 0.26 0.86 0.5285
O -3.74611 1.71257 2.21318 0.51 -0.03 0.45 -0.6374
N -2.27780 1.85724 3.99654 -0.20 -0.40 -1.50 -0.4311
C -0.93578 1.64258 4.49633 -0.16 0.05 0.01 -0.4010
C -3.27727 2.40530 4.88969 -0.29 0.02 -0.20 -0.4192
H -1.79878 1.14594 2.10653 0.05 0.00 0.12 0.1163
H -0.97943 0.94635 5.33872 0.21 0.06 -0.01 0.1952
H -0.52612 2.59982 4.83127 0.16 -0.16 0.05 0.1970
H -0.28784 1.22669 3.72002 -0.18 0.07 0.09 0.2184
H -4.10673 1.69665 4.97354 -0.01 0.21 0.10 0.2161
H -3.65565 3.34175 4.46874 -0.09 -0.09 0.19 0.2147
H -2.85083 2.59195 5.87901 0.01 -0.08 -0.24 0.2069



3.
45
Properties=species:S:1:pos:R:3:forces:R:3:nbo_charge:R:1 method="wB97M-V/def2-TZVPD" gap_ev=6.0 lumo_energy_ev=-0.8 energy_ha=-1555.8004 smiles="O=C1c2ccccc2C(=O)N1SC(F)F.C1=C(N2CCCC2)CCC1" de_lowest_kj_mol=0.00 fmax_ev_per_a=2.4
C 3.85441 -0.12392 -0.70770 0.07 0.00 -0.31 -0.3897
C 3.27543 -1.16544 -1.72129 0.60 0.23 0.24 -0.4162
C 1.85493 -1.29277 -1.31762 -1.02 0.93 1.03 -0.3660
C 1.56845 -0.65396 -0.13293 1.56 -0.64 -1.67 0.2435
N 0.41360 -0.66664 0.53941 -1.10 0.00 0.50 -0.4262
C 0.23623 -0.11655 1.87049 0.09 0.36 0.18 -0.1975
C -1.24687 -0.33098 2.21725 -0.01 0.09 0.12 -0.4104
C -1.89566 -1.02461 1.01515 0.03 -0.31 -0.56 -0.4213
C -0.78151 -1.27528 -0.01870 -0.03 -0.25 -0.12 -0.2056
C 2.78871 0.08643 0.39220 0.04 -0.24 0.07 -0.4424
H 4.81024 -0.45777 -0.29145 -0.16 0.06 -0.03 0.2038
H 4.05239 0.82699 -1.21516 -0.06 -0.19 0.03 0.2027
H 3.40581 -0.83795 -2.76335 0.06 -0.12 0.24 0.1998
H 3.77698 -2.14018 -1.60455 0.12 0.23 -0.20 0.1874
H 1.13419 -1.81402 -1.93378 -0.02 0.08 0.17 0.2064
H 0.89690 -0.59882 2.61190 -0.16 0.07 -0.27 0.1848
H 0.47246 0.95816 1.87685 0.05 -0.19 0.04 0.1849
H -1.34867 -0.94392 3.11603 0.02 0.12 -0.07 0.2091
H -1.73704 0.62781 2.40930 0.11 -0.15 0.09 0.2094
H -2.32641 -1.98761 1.29319 -0.09 0.31 -0.01 0.2342
H -2.67242 -0.41010 0.55614 -0.02 -0.03 0.19 0.2041
H -1.02354 -0.83578 -1.00044 0.14 0.06 0.19 0.1822
H -0.62784 -2.35841 -0.17017 -0.04 0.64 0.02 0.2077
H 3.13500 -0.32485 1.35263 -0.20 0.06 -0.13 0.2048
H 2.57531 1.15306 0.56465 0.00 -0.31 -0.05 0.2103
F 0.82737 -3.80037 -3.07544 -0.60 -0.91 1.04 -0.3354
C 0.25296 -4.51671 -2.02974 0.01 -0.06 -0.96 0.3984
F 0.20069 -5.84732 -2.37691 -0.08 1.07 0.03 -0.3349
S 1.28672 -4.28805 -0.58467 -0.31 -1.08 1.35 0.4700
N 0.38374 -5.41913 0.43773 0.98 0.93 -1.16 -0.6275
C 0.70815 -6.79789 0.62373 1.01 -0.63 -0.54 0.6844
O 1.65988 -7.38415 0.14681 -1.48 0.98 0.69 -0.5047
C -0.36383 -7.30058 1.53894 -0.18 -0.51 0.38 -0.1533
C -1.18875 -6.24591 1.87675 -0.52 0.00 0.19 -0.0697
C -2.27225 -6.37293 2.73476 0.21 -0.17 -0.08 -0.1880
C -2.50379 -7.63709 3.29127 0.31 0.04 -0.24 -0.1879
C -1.68501 -8.72969 2.94115 0.08 0.41 -0.17 -0.1929
C -0.60828 -8.57238 2.04919 -0.06 0.14 0.05 -0.1516
C -0.77037 -5.04157 1.12554 -0.87 1.20 0.07 0.6762
O -1.34840 -3.96061 1.07631 1.10 -1.89 0.08 -0.5734
H -0.75956 -4.13217 -1.83500 0.21 -0.29 -0.37 0.1617
H -2.88688 -5.49448 2.93254 0.07 -0.34 0.09 0.2398
H -3.32307 -7.77062 3.99743 0.21 -0.05 -0.22 0.2253
H -1.89828 -9.70720 3.37424 0.10 0.25 -0.16 0.2260
H 0.02853 -9.39811 1.73816 -0.18 0.07 0.22 0.2379